{
  "formula": "BCuH20O8",
  "method": "ωB97M-V/def2-TZVPD",
  "gap_ev": [5.953, 4.121],
  "homo_ev": [-13.053, -13.053],
  "charge": 1,
  "spin_multiplicity": 2,
  "largest_force_ev_per_a": 6.3,
  "symbols": ["H", "B", "H", "O", "H", "H", "O", "H", "H", "H", "H", "Cu", "O", "O", "H", "O", "H", "O", "H", "H", "H", "H", "H", "O", "H", "H", "H", "O", "H", "H"],
  "coordinates": [[0.763, 4.178, -2.077], [0.318, -1.266, 1.165], [-2.734, 0.219, 3.505], [-1.094, -5.014, -4.243], [-0.182, -0.321, 1.021], [1.362, -4.945, 1.589], [-3.578, 0.663, 3.589], [-4.064, -0.670, -1.700], [6.552, 0.042, -2.218], [5.342, -0.600, -2.863], [0.429, -1.442, 2.224], [3.432, 1.905, 1.033], [-3.317, -0.405, -2.236], [-3.950, 3.875, -0.859], [1.301, -1.350, 0.730], [5.643, -0.206, -2.045], [-0.287, -1.967, 0.612], [1.624, -5.755, 2.027], [-0.480, -4.708, -4.911], [2.403, -5.514, 2.529], [-4.089, 3.016, -1.256], [-2.636, -0.176, -1.604], [-3.585, 3.684, 0.005], [1.220, 4.376, 3.520], [-4.194, -0.033, 3.818], [1.764, 3.619, -3.065], [0.924, 5.192, 3.118], [1.413, 3.483, -2.185], [0.865, 4.404, 4.409], [-1.165, -4.283, -3.629]],
  "lowdin_spin": [0.00, 0.47, 0.00, 0.00, 0.04, 0.00, 0.00, 0.00, 0.00, 0.00, 0.27, 0.00, 0.00, 0.00, 0.03, 0.00, 0.19, 0.00, 0.00, 0.00, 0.00, 0.00, 0.00, 0.00, 0.00, 0.00, 0.00, 0.00, 0.00, 0.00]
}

=====

{
  "formula": "BF4H16O8",
  "method": "ωB97M-V/def2-TZVPD",
  "gap_ev": 10.337,
  "homo_ev": -7.249,
  "charge": -1,
  "spin_multiplicity": 1,
  "largest_force_ev_per_a": 3.7,
  "symbols": ["O", "F", "O", "H", "H", "O", "H", "O", "H", "B", "F", "H", "H", "H", "H", "H", "O", "O", "F", "H", "O", "O", "H", "H", "H", "H", "F", "H", "H"],
  "coordinates": [[4.530, -24.131, 4.999], [8.293, -23.740, 7.332], [5.077, -21.921, 3.309], [8.340, -21.020, 5.353], [9.322, -22.336, 7.329], [9.874, -21.610, 7.692], [4.456, -23.893, 5.965], [8.973, -20.325, 5.145], [6.341, -21.165, 6.623], [8.042, -23.869, 6.033], [7.466, -22.686, 5.654], [10.929, -23.152, 4.258], [4.806, -22.537, 2.638], [11.557, -21.845, 4.430], [7.799, -22.346, 3.752], [5.419, -24.563, 5.013], [8.468, -22.453, 3.081], [6.162, -22.763, 8.627], [7.103, -24.850, 5.924], [4.945, -22.380, 4.111], [11.082, -22.362, 3.798], [5.845, -20.367, 6.435], [6.620, -22.284, 9.325], [9.797, -20.919, 7.009], [4.935, -20.603, 6.310], [9.348, -22.616, 3.415], [9.175, -24.025, 5.244], [8.911, -20.240, 4.218], [6.818, -23.285, 8.162]],
  "nbo_charge": [-0.98, -0.54, -0.95, 0.49, 0.48, -0.99, 0.48, -0.98, 0.49, 1.32, -0.58, 0.48, 0.46, 0.48, 0.49, 0.50, -1.00, -0.98, -0.56, 0.49, -0.94, -0.95, 0.47, 0.48, 0.46, 0.49, -0.56, 0.48, 0.49]
}

=====

{
  "formula": "BF4H20O10",
  "method": "ωB97M-V/def2-TZVPD",
  "gap_ev": 9.343,
  "homo_ev": -6.573,
  "charge": -1,
  "spin_multiplicity": 1,
  "largest_force_ev_per_a": 3.4,
  "symbols": ["O", "O", "O", "H", "H", "H", "H", "H", "H", "H", "H", "F", "H", "H", "O", "H", "H", "F", "O", "H", "B", "O", "F", "H", "H", "H", "O", "H", "O", "O", "H", "O", "H", "H", "F"],
  "coordinates": [[14.912, -8.055, 12.787], [21.334, -4.652, 13.794], [15.743, -5.874, 14.001], [19.302, -10.570, 13.860], [18.874, -5.819, 13.321], [20.937, -5.454, 14.025], [19.055, -7.983, 10.985], [15.378, -7.279, 13.167], [18.171, -11.514, 14.186], [17.223, -5.429, 17.006], [16.660, -5.869, 13.782], [20.027, -7.053, 14.130], [20.801, -4.020, 14.215], [17.443, -10.465, 12.481], [18.757, -11.297, 13.443], [13.982, -7.812, 12.851], [18.098, -5.732, 15.753], [19.555, -9.196, 14.725], [16.092, -7.531, 16.943], [17.009, -7.577, 16.677], [19.089, -7.925, 14.634], [16.795, -9.968, 11.971], [18.653, -7.465, 15.839], [18.993, -4.442, 12.706], [20.618, -8.506, 12.250], [17.740, -8.678, 11.253], [18.152, -8.056, 10.676], [20.853, -7.599, 11.048], [20.705, -8.522, 11.305], [17.567, -5.088, 16.178], [15.657, -8.146, 16.341], [18.363, -5.070, 13.110], [16.231, -9.396, 12.495], [15.704, -6.019, 14.898], [18.026, -7.815, 13.738]],
  "nbo_charge": [-1.00, -0.95, -0.95, 0.50, 0.48, 0.48, 0.45, 0.50, 0.46, 0.47, 0.51, -0.58, 0.46, 0.49, -0.97, 0.46, 0.48, -0.55, -0.97, 0.49, 1.33, -1.00, -0.56, 0.48, 0.48, 0.49, -1.00, 0.47, -0.93, -0.96, 0.47, -0.96, 0.50, 0.48, -0.57]
}

=====

{
  "formula": "BF4H20O10",
  "method": "ωB97M-V/def2-TZVPD",
  "gap_ev": 9.897,
  "homo_ev": -7.399,
  "charge": -1,
  "spin_multiplicity": 1,
  "largest_force_ev_per_a": 4.3,
  "symbols": ["O", "F", "H", "H", "B", "H", "F", "H", "O", "O", "O", "H", "H", "H", "H", "H", "F", "H", "H", "O", "H", "O", "H", "H", "O", "H", "H", "H", "O", "H", "O", "F", "H", "O", "H"],
  "coordinates": [[1.415, 3.278, -0.585], [-0.837, -0.609, 0.369], [1.573, -1.553, 0.828], [2.219, 3.367, -0.026], [-0.412, -0.002, -0.845], [-1.427, -0.228, 1.834], [-1.495, 0.759, -1.324], [1.180, 2.398, -0.550], [-1.386, 0.182, 2.695], [-2.157, 3.077, -0.097], [1.916, -0.446, -3.230], [1.059, -0.528, -2.751], [0.840, 2.195, 1.922], [-0.260, 1.761, -2.935], [-2.398, -2.238, 0.393], [-0.197, 3.243, -3.163], [0.052, -1.040, -1.608], [-1.650, -0.510, 3.304], [1.675, -3.653, -0.341], [0.790, -3.562, -0.619], [2.193, 0.414, -2.933], [-2.587, -2.775, 1.175], [-2.751, 2.734, 0.622], [0.502, -1.785, 2.913], [0.301, 2.419, -3.282], [-3.323, -2.312, 1.595], [-0.415, -2.501, 1.914], [2.137, -0.915, -0.385], [1.006, 1.443, 2.469], [-2.094, 2.322, -0.713], [0.473, -2.543, 2.288], [0.701, 0.742, -0.468], [0.205, 0.987, 2.359], [2.374, -1.322, 0.416], [0.773, -2.816, -1.224]],
  "nbo_charge": [-0.95, -0.59, 0.49, 0.46, 1.35, 0.50, -0.56, 0.48, -0.97, -0.96, -0.97, 0.48, 0.46, 0.47, 0.49, 0.47, -0.55, 0.47, 0.47, -0.96, 0.47, -0.95, 0.46, 0.47, -0.94, 0.46, 0.49, 0.47, -0.96, 0.49, -0.96, -0.56, 0.48, -0.96, 0.48]
}

=====

{
  "formula": "BF4H20O10",
  "method": "ωB97M-V/def2-TZVPD",
  "gap_ev": 10.338,
  "homo_ev": -7.930,
  "charge": -1,
  "spin_multiplicity": 1,
  "largest_force_ev_per_a": 2.2,
  "symbols": ["F", "H", "H", "H", "H", "F", "O", "O", "O", "H", "H", "H", "H", "H", "O", "H", "O", "H", "F", "H", "O", "H", "O", "H", "H", "H", "H", "H", "O", "O", "H", "O", "F", "B", "H"],
  "coordinates": [[-0.122, -0.309, -0.229], [-4.249, -3.429, 3.105], [-3.922, 1.821, 5.152], [-4.562, -4.627, 3.976], [-1.851, -5.101, -2.479], [-1.064, -0.515, 1.893], [-4.934, -4.072, 3.291], [0.149, -3.302, -6.538], [2.045, 7.059, 0.085], [-1.475, 0.965, -5.939], [6.747, 0.865, 0.104], [5.289, 0.682, 0.471], [-2.806, 2.423, 4.325], [3.271, 3.046, 4.415], [-0.274, -6.910, 3.203], [2.366, 3.538, 3.305], [-3.463, 2.644, 4.986], [2.425, 6.657, 0.866], [-0.443, 1.510, 1.167], [-2.614, 1.498, -6.782], [-2.283, 0.697, -6.377], [0.395, -7.572, 3.027], [5.861, 1.084, -0.183], [0.385, 3.000, -2.302], [-1.421, -4.261, -1.295], [-0.258, -6.343, 2.432], [2.754, 7.588, -0.282], [0.757, 4.459, -2.462], [-1.588, -5.165, -1.560], [3.225, 3.682, 3.701], [-0.554, -2.680, -6.722], [0.330, 3.733, -2.916], [1.184, 0.008, 1.508], [-0.090, 0.127, 1.083], [0.788, -2.801, -6.030]],
  "nbo_charge": [-0.58, 0.48, 0.47, 0.46, 0.47, -0.59, -0.94, -0.94, -0.94, 0.47, 0.46, 0.48, 0.48, 0.47, -0.94, 0.48, -0.95, 0.47, -0.60, 0.47, -0.94, 0.46, -0.94, 0.48, 0.48, 0.48, 0.46, 0.47, -0.95, -0.95, 0.47, -0.95, -0.57, 1.33, 0.47]
}

=====

{
  "formula": "BF4H22O11",
  "method": "ωB97M-V/def2-TZVPD",
  "gap_ev": 9.916,
  "homo_ev": -7.769,
  "charge": -1,
  "spin_multiplicity": 1,
  "largest_force_ev_per_a": 2.5,
  "symbols": ["H", "H", "H", "H", "O", "H", "H", "O", "O", "H", "O", "F", "H", "O", "H", "H", "H", "H", "O", "H", "H", "H", "O", "H", "H", "H", "O", "O", "H", "B", "H", "F", "H", "F", "F", "H", "O", "O"],
  "coordinates": [[-5.905, 7.620, -8.246], [-11.952, 9.755, -12.026], [-3.096, 2.243, -10.411], [-6.964, -0.361, -13.067], [-5.466, 7.290, -12.388], [-14.596, 2.729, -6.285], [-1.728, 2.822, -10.702], [-11.099, 9.817, -12.455], [-5.363, 7.850, -7.491], [-11.798, 5.321, -16.502], [-15.076, 2.502, -5.489], [-8.859, 2.672, -10.318], [-11.104, 4.098, -17.062], [-7.811, -0.360, -13.513], [-5.578, 6.655, -13.095], [-4.539, 7.230, -12.156], [-14.883, -1.841, -14.219], [-10.607, 9.066, -12.121], [-11.245, 5.031, -17.227], [-11.150, 5.772, -4.751], [-5.420, 8.804, -7.436], [-8.367, 0.991, -6.366], [-10.504, 0.184, -17.457], [-8.227, 1.330, -4.897], [-11.152, -0.513, -17.565], [-10.043, -0.041, -16.648], [-2.170, 2.006, -10.468], [-15.007, -0.925, -13.970], [-10.480, 5.965, -6.094], [-10.167, 2.950, -10.643], [-14.168, -0.664, -13.589], [-10.073, 3.345, -12.016], [-15.909, 2.968, -5.570], [-10.753, 1.705, -10.709], [-10.781, 3.922, -9.871], [-8.379, 0.162, -12.946], [-7.818, 0.824, -5.600], [-10.643, 6.404, -5.259]],
  "nbo_charge": [0.48, 0.47, 0.47, 0.47, -0.93, 0.48, 0.46, -0.94, -0.94, 0.47, -0.94, -0.58, 0.47, -0.96, 0.47, 0.46, 0.46, 0.48, -0.94, 0.46, 0.46, 0.48, -0.94, 0.46, 0.46, 0.48, -0.94, -0.94, 0.48, 1.33, 0.48, -0.60, 0.46, -0.58, -0.57, 0.49, -0.94, -0.94]
}

=====

{
  "formula": "BF4H22O11",
  "method": "ωB97M-V/def2-TZVPD",
  "gap_ev": 8.445,
  "homo_ev": -5.601,
  "charge": -1,
  "spin_multiplicity": 1,
  "largest_force_ev_per_a": 14.3,
  "symbols": ["H", "H", "H", "B", "O", "H", "H", "H", "F", "O", "H", "O", "H", "F", "H", "O", "H", "H", "F", "H", "H", "O", "O", "H", "H", "F", "O", "H", "H", "H", "H", "O", "H", "H", "O", "H", "O", "O"],
  "coordinates": [[1.516, 0.362, -0.177], [0.681, 1.820, -0.520], [-1.248, 0.381, -0.609], [0.037, 0.355, 0.403], [0.235, -2.479, 1.412], [-2.578, -2.032, -0.815], [1.873, -1.106, -2.033], [1.403, 0.130, -1.297], [-1.110, 1.064, 0.472], [-1.778, 0.777, 2.285], [1.306, -0.496, 2.456], [-1.888, -0.203, -1.015], [-0.535, 1.660, -1.610], [0.784, 0.650, 1.564], [0.227, -1.686, 0.876], [0.047, 2.945, 0.773], [0.931, -3.017, 1.035], [0.440, 3.288, -0.797], [0.605, 0.800, -0.729], [-1.697, 2.605, -1.827], [-1.661, -0.198, -1.945], [1.564, -0.212, -2.177], [-1.632, -2.052, -0.666], [-1.708, -0.147, 2.525], [2.396, -0.202, 0.918], [-0.128, -1.004, 0.278], [0.162, -2.772, -1.092], [-1.324, -1.194, -0.959], [-0.670, 2.338, 0.591], [0.866, -1.939, 2.333], [0.725, 2.402, 1.176], [2.411, 0.074, 0.002], [0.305, -1.825, -1.076], [-1.248, 0.860, 1.492], [0.893, 2.518, -1.139], [-0.557, -2.916, -0.476], [-1.255, 1.848, -2.211], [1.613, -1.394, 2.579]],
  "nbo_charge": [0.37, 0.43, 0.43, 1.29, -0.95, 0.45, 0.47, 0.42, -0.39, -0.99, 0.44, -0.83, 0.45, -0.50, 0.45, -0.94, 0.48, 0.47, -0.37, 0.46, 0.50, -0.95, -0.99, 0.45, 0.48, -0.40, -0.99, 0.44, 0.45, 0.45, 0.48, -0.93, 0.42, 0.42, -0.99, 0.50, -0.94, -1.04]
}

=====

{
  "formula": "BF4H2OSn",
  "method": "ωB97M-V/def2-TZVPD",
  "gap_ev": 8.039,
  "homo_ev": -16.233,
  "charge": 1,
  "spin_multiplicity": 1,
  "largest_force_ev_per_a": 3.2,
  "symbols": ["F", "F", "F", "B", "O", "H", "F", "H", "Sn"],
  "coordinates": [[1.656, 1.117, 1.352], [1.194, 0.525, -0.725], [2.251, 2.529, -0.324], [1.283, 1.670, 0.117], [-1.662, -2.400, -0.357], [-2.595, -2.271, -0.577], [-0.011, 2.241, 0.091], [-1.385, -3.158, -0.891], [-0.731, -0.254, 1.315]],
  "nbo_charge": [-0.55, -0.56, -0.51, 1.31, -1.01, 0.51, -0.55, 0.53, 1.82]
}

=====

{
  "formula": "BH18LiO7",
  "method": "ωB97M-V/def2-TZVPD",
  "gap_ev": 9.603,
  "homo_ev": -10.053,
  "spin_multiplicity": 1,
  "largest_force_ev_per_a": 5.0,
  "symbols": ["H", "H", "H", "H", "H", "H", "H", "O", "O", "H", "B", "Li", "O", "H", "O", "H", "H", "H", "O", "O", "O", "H", "H", "H", "H", "H", "H"],
  "coordinates": [[9.829, -0.890, 47.643], [12.205, 1.089, 49.270], [12.792, 2.886, 48.454], [15.217, 0.722, 50.834], [11.336, 3.916, 45.782], [10.861, 2.496, 49.181], [12.415, 4.982, 45.227], [14.034, 0.759, 46.427], [12.303, 5.016, 50.786], [8.807, 0.323, 47.137], [11.777, 2.033, 48.499], [9.699, 0.977, 49.028], [11.449, 4.688, 45.312], [14.135, 1.325, 49.784], [9.092, -0.193, 47.912], [9.376, 0.882, 51.468], [11.267, 1.742, 47.543], [13.019, 5.595, 50.392], [11.211, -1.541, 46.851], [14.953, 1.442, 50.310], [9.755, 0.217, 50.861], [12.105, -1.768, 46.992], [12.192, 4.212, 50.099], [13.329, 1.063, 47.036], [13.873, 1.067, 45.545], [10.692, -0.040, 51.126], [11.281, -0.766, 46.102]],
  "nbo_charge": [0.54, -0.06, 0.01, 0.47, 0.47, -0.07, 0.48, -0.97, -0.97, 0.49, -0.80, 0.93, -0.96, 0.50, -1.04, 0.50, -0.06, 0.47, -0.96, -0.97, -0.99, 0.50, 0.50, 0.50, 0.47, 0.52, 0.50]
}

=====

- Which formula does entry 8 have?
  BF4H2OSn

=====

- Number 5 is which compound?
  BF4H20O10

=====

Please write out number 9 again, unchanged.
{
  "formula": "BH18LiO7",
  "method": "ωB97M-V/def2-TZVPD",
  "gap_ev": 9.603,
  "homo_ev": -10.053,
  "spin_multiplicity": 1,
  "largest_force_ev_per_a": 5.0,
  "symbols": ["H", "H", "H", "H", "H", "H", "H", "O", "O", "H", "B", "Li", "O", "H", "O", "H", "H", "H", "O", "O", "O", "H", "H", "H", "H", "H", "H"],
  "coordinates": [[9.829, -0.890, 47.643], [12.205, 1.089, 49.270], [12.792, 2.886, 48.454], [15.217, 0.722, 50.834], [11.336, 3.916, 45.782], [10.861, 2.496, 49.181], [12.415, 4.982, 45.227], [14.034, 0.759, 46.427], [12.303, 5.016, 50.786], [8.807, 0.323, 47.137], [11.777, 2.033, 48.499], [9.699, 0.977, 49.028], [11.449, 4.688, 45.312], [14.135, 1.325, 49.784], [9.092, -0.193, 47.912], [9.376, 0.882, 51.468], [11.267, 1.742, 47.543], [13.019, 5.595, 50.392], [11.211, -1.541, 46.851], [14.953, 1.442, 50.310], [9.755, 0.217, 50.861], [12.105, -1.768, 46.992], [12.192, 4.212, 50.099], [13.329, 1.063, 47.036], [13.873, 1.067, 45.545], [10.692, -0.040, 51.126], [11.281, -0.766, 46.102]],
  "nbo_charge": [0.54, -0.06, 0.01, 0.47, 0.47, -0.07, 0.48, -0.97, -0.97, 0.49, -0.80, 0.93, -0.96, 0.50, -1.04, 0.50, -0.06, 0.47, -0.96, -0.97, -0.99, 0.50, 0.50, 0.50, 0.47, 0.52, 0.50]
}